Entry from the OMol25 dataset: the molecule C15H21N3O3 (ωB97M-V/def2-TZVPD).

Cartesian coordinates (Å):
C -2.1523 -3.0127 -0.0017
H -2.3406 -4.0853 -0.0019
O -3.4188 -2.4035 0.0001
C -3.4727 -1.0275 0.0009
C -2.3863 -0.1811 0.0007
C -2.5690 1.2077 0.0016
C -3.8628 1.7224 0.0029
C -4.9560 0.8775 0.0030
C -4.7778 -0.4964 0.0020
O -5.8520 -1.3222 0.0021
H -5.5286 -2.2339 0.0013
H -5.9623 1.2639 0.0038
H -4.0145 2.7912 0.0036
C -1.4334 2.0997 0.0010
N -0.2339 1.6641 -0.0008
N 0.7900 2.5235 -0.0016
C 2.1147 2.1028 -0.0060
O 3.0166 2.9130 -0.0076
N 2.2498 0.7625 -0.0091
H 1.3994 0.2198 -0.0037
C 3.5277 0.0901 -0.0075
C 3.6818 -0.7863 -1.2526
C 5.0421 -1.4774 -1.2498
C 5.2133 -2.3180 0.0118
C 5.0556 -1.4482 1.2551
C 3.6954 -0.7570 1.2563
H 3.5971 -0.1193 2.1365
H 2.9022 -1.5087 1.2917
H 5.8428 -0.6919 1.2701
H 5.1601 -2.0591 2.1541
H 4.4615 -3.1109 0.0250
H 6.1972 -2.7910 0.0120
H 5.8290 -0.7217 -1.2908
H 5.1371 -2.1090 -2.1353
H 3.5736 -0.1698 -2.1466
H 2.8886 -1.5388 -1.2614
H 4.2822 0.8837 -0.0204
H 0.6297 3.5306 -0.0009
H -1.6484 3.1740 0.0021
H -1.3768 -0.5555 -0.0004
H -1.5822 -2.7433 -0.8961
H -1.5800 -2.7440 0.8915

E, eV: -26508.8332
HOMO level, eV: -7.89
ΔE to the lowest compared entry with this formula, charge and spin, kcal per mole: 36.5
Structure (SMILES): COc1cc(/C=N/NC(=O)NC2CCCCC2)ccc1O

=====

Entry from the OMol25 dataset: the ion C5H10NO2 with charge -1 (ωB97M-V/def2-TZVPD).

Cartesian coordinates (Å):
C -0.0011 0.8306 0.4067
N 0.4578 1.6141 -0.7678
C -0.1631 2.8343 -1.0999
O 0.4540 3.7352 -1.6193
C -0.8424 -0.2850 -0.1952
C -0.5576 -1.7220 0.2511
C 0.8156 -2.1022 0.8129
O 1.0472 -1.8548 2.1570
H 1.0489 0.4750 1.0008
H -0.5719 1.4876 1.0092
H 1.5099 1.5109 -1.0603
H -1.2975 2.9538 -0.9006
H -0.8336 -0.3696 -1.3679
H -1.8732 -0.0126 -0.0315
H -1.0714 -1.8415 1.1234
H -0.7820 -2.3686 -0.5019
H 0.9697 -3.1753 0.6510
H 1.6907 -1.7097 0.1322

E, eV: -10930.3283
HOMO level, eV: -2.38
ΔE to the lowest compared entry with this formula, charge and spin, kcal per mole: 90.8
Structure (SMILES): O=CNCCCC[O-]
Charge: -1